Record 1
{"formula": "C28H31N7O2RhS3", "method": "the ωB97M-V functional and the def2-TZVPD basis", "charge": 1, "homo_ev": [-10.3, -10.3], "e_tot_ha": -2924.24184, "e_lumo_ev": [-5.2, -5.1], "species": ["Rh", "N", "C", "C", "C", "C", "C", "C", "S", "O", "O", "N", "C", "N", "C", "C", "C", "N", "H", "H", "H", "H", "H", "H", "H", "H", "H", "C", "C", "C", "C", "C", "C", "C", "C", "C", "C", "N", "C", "C", "C", "C", "C", "N", "H", "H", "H", "H", "H", "H", "H", "H", "H", "H", "H", "H", "H", "H", "H", "H", "H", "S", "C", "N", "C", "C", "S", "H", "H", "H", "H", "H"], "positions_angstrom": [[0.737121, -0.080354, 0.476594], [-7.253026, -1.922692, -1.420800], [-6.133070, -1.757246, -0.679927], [-5.529634, -2.860517, -0.051230], [-4.394150, -2.692440, 0.705360], [-3.849970, -1.424539, 0.841252], [-4.396690, -0.325810, 0.198330], [-5.540150, -0.488610, -0.552709], [-2.341360, -1.257692, 1.748655], [-2.085024, -2.429639, 2.531438], [-2.315241, -0.008406, 2.488959], [-1.171005, -1.100789, 0.599841], [-0.828821, -2.221319, -0.041480], [-1.734514, -3.120092, -0.417620], [-1.304602, -4.195091, -1.045673], [0.040048, -4.414049, -1.319149], [0.922728, -3.429534, -0.893965], [0.499107, -2.339932, -0.285215], [-7.711654, -2.814486, -1.452097], [-7.741203, -1.132389, -1.800382], [-5.971317, -3.837359, -0.162593], [-3.916563, -3.519325, 1.206318], [-3.926720, 0.639430, 0.309592], [-5.992291, 0.357619, -1.044760], [-2.073178, -4.894927, -1.347616], [0.378266, -5.301455, -1.826871], [1.992857, -3.521935, -1.033093], [0.369571, 0.594227, -3.815932], [0.993252, -0.471469, -2.917952], [2.458275, -0.214311, -2.717099], [3.391251, -0.784127, -3.561893], [4.734960, -0.461376, -3.450386], [5.154415, 0.426520, -2.473125], [4.262363, 0.989300, -1.575420], [4.786652, 1.810700, -0.432263], [5.009946, 0.920949, 0.793429], [2.893632, 0.678136, -1.713678], [1.942596, 1.198932, -0.854458], [1.765426, 2.473880, -0.672044], [0.744660, 2.919456, 0.174437], [0.199084, 4.211625, 0.349200], [-0.949786, 4.044845, 1.085806], [-1.047930, 2.658090, 1.373897], [-0.037484, 1.995869, 0.843295], [-0.689065, 0.399256, -3.960405], [0.860983, 0.598202, -4.784051], [0.477985, 1.578818, -3.370557], [0.851920, -1.452022, -3.374668], [0.468878, -0.456980, -1.947644], [3.061870, -1.486572, -4.314627], [5.457334, -0.904144, -4.117238], [6.199156, 0.686596, -2.397812], [4.105772, 2.614222, -0.153797], [5.735133, 2.260118, -0.727161], [4.077541, 0.445560, 1.099618], [5.381447, 1.518200, 1.621725], [5.735229, 0.141823, 0.573375], [2.333364, 3.206541, -1.245732], [0.603300, 5.122382, -0.040619], [-1.655378, 4.799293, 1.374590], [-1.813604, 2.154812, 1.934381], [1.833285, -0.648116, 2.443470], [1.157260, 0.559728, 3.418896], [-0.064265, 0.519246, 3.909022], [-0.482302, 1.594784, 4.774085], [0.695716, 2.552203, 4.978790], [2.094518, 1.898490, 3.991941], [-0.824543, -0.018888, 3.465663], [-0.812026, 1.165579, 5.723726], [-1.331647, 2.101592, 4.313002], [1.026537, 2.589400, 6.014188], [0.484775, 3.562211, 4.630868]], "atomic_forces_ev_per_a": [[-2.7, 1.2, -1.2], [-0.3, -0.1, -0.3], [0.4, 0.1, 0.2], [0.0, 0.2, 0.1], [-0.2, 0.0, 0.1], [0.8, 0.1, 0.5], [-0.1, -0.1, 0.1], [0.0, -0.1, 0.1], [-0.6, -0.1, 0.1], [-0.1, -0.3, -0.1], [-0.1, 0.2, -0.3], [1.1, 1.7, 1.1], [0.4, -1.8, -1.0], [0.1, 0.3, 0.2], [0.3, -0.1, -0.2], [0.1, 0.2, 0.2], [0.3, -0.6, -0.5], [-0.3, 1.7, 0.9], [0.0, 0.0, 0.0], [0.0, 0.0, 0.0], [-0.1, -0.2, 0.0], [0.0, -0.1, 0.0], [0.0, 0.2, -0.1], [-0.1, 0.1, -0.1], [0.0, -0.1, 0.0], [0.1, 0.0, 0.0], [0.0, 0.0, -0.1], [0.0, -0.1, 0.1], [-0.1, 0.2, 0.0], [0.0, 0.3, 0.6], [0.2, 0.0, 0.0], [0.0, 0.1, 0.1], [0.0, -0.1, -0.2], [-0.6, 0.0, 0.0], [0.0, -0.2, 0.2], [-0.1, 0.2, -0.1], [1.3, -0.6, -1.1], [-0.6, -0.8, 2.0], [-0.5, 0.2, 0.0], [0.2, 0.5, 0.2], [0.3, -0.7, -0.2], [-0.2, -0.7, 0.4], [-0.7, 0.7, 0.5], [1.9, -1.9, -0.9], [-0.1, 0.0, -0.1], [0.0, 0.1, -0.1], [0.0, 0.2, 0.0], [-0.1, -0.1, 0.2], [0.0, -0.2, -0.3], [0.0, 0.0, -0.1], [0.1, 0.0, -0.1], [0.2, 0.0, 0.0], [0.1, 0.1, -0.1], [0.0, 0.1, 0.0], [0.0, 0.0, 0.0], [0.1, 0.0, 0.2], [0.1, -0.1, 0.0], [0.0, -0.2, -0.1], [0.1, 0.3, -0.2], [-0.1, 0.1, 0.1], [-0.1, -0.1, 0.0], [0.0, -0.4, -1.4], [-1.1, 1.0, 1.6], [0.8, 0.1, -0.7], [-0.3, 0.3, 0.3], [0.4, 0.1, 0.0], [-0.3, -0.4, -0.2], [0.2, -0.2, 0.0], [0.0, 0.1, -0.1], [0.0, 0.0, 0.1], [-0.1, 0.0, 0.0], [0.0, -0.1, 0.0]]}

=====

Record 2
{"formula": "C39H38BiClN3O3", "method": "the ωB97M-V functional and the def2-TZVPD basis", "charge": 1, "homo_ev": -10.5, "e_tot_ha": -2573.60787, "e_lumo_ev": -3.4, "de_lowest_kcal_mol": 31.29, "species": ["Bi", "C", "C", "N", "C", "C", "C", "C", "C", "C", "C", "N", "C", "C", "C", "C", "C", "C", "C", "C", "N", "C", "H", "H", "H", "H", "H", "H", "H", "H", "H", "H", "H", "H", "C", "C", "C", "C", "C", "C", "C", "C", "C", "C", "C", "C", "H", "H", "H", "H", "H", "H", "H", "H", "H", "H", "H", "H", "H", "H", "H", "H", "H", "H", "C", "C", "C", "C", "Cl", "C", "C", "C", "O", "C", "C", "O", "O", "H", "H", "H", "H", "H", "H", "H", "H"], "positions_angstrom": [[0.049110, -0.158436, -0.277918], [-1.031889, 4.207603, -1.081001], [-1.135336, 2.812461, -1.056154], [-0.504262, 2.079931, -0.164701], [0.296034, 2.664830, 0.776736], [0.473740, 4.057879, 0.797754], [-0.220673, 4.820238, -0.164735], [1.356635, 4.623331, 1.750694], [2.031257, 3.808701, 2.609001], [1.853252, 2.405686, 2.580879], [0.979164, 1.823951, 1.705030], [0.682589, 0.439998, 1.667499], [0.019242, -0.123917, 2.780358], [0.566911, -0.209788, 4.033371], [-0.166571, -0.736194, 5.120266], [-1.446707, -1.176485, 4.962053], [-2.055279, -1.104626, 3.685827], [-3.388312, -1.497931, 3.439322], [-3.920587, -1.373321, 2.186203], [-3.103454, -0.879660, 1.157123], [-1.858169, -0.509348, 1.349743], [-1.317983, -0.592821, 2.598305], [-1.566805, 4.768902, -1.832318], [-1.736771, 2.288329, -1.789342], [-0.091214, 5.895273, -0.177167], [1.502080, 5.695107, 1.764499], [2.727669, 4.230257, 3.320870], [2.433507, 1.785105, 3.249905], [1.583180, 0.114431, 4.198750], [0.311739, -0.789435, 6.088984], [-2.008631, -1.576659, 5.795713], [-3.981774, -1.890448, 4.255886], [-4.941494, -1.655288, 1.972851], [-3.488354, -0.793495, 0.147018], [-1.030019, -1.624954, -3.929219], [-0.434426, -2.279250, -2.708313], [-1.273995, -2.824504, -1.728195], [-2.768615, -2.813070, -1.940202], [-0.721747, -3.413913, -0.581005], [-1.620241, -4.058123, 0.448584], [0.673160, -3.505433, -0.449938], [1.276986, -4.174893, 0.763189], [1.511364, -3.086312, -1.503112], [2.958259, -3.529439, -1.483436], [0.960075, -2.409185, -2.600848], [1.823217, -1.837956, -3.698952], [-1.122855, -2.346321, -4.745700], [-0.411749, -0.810347, -4.300321], [-2.025136, -1.228977, -3.742991], [-3.308961, -3.238227, -1.100606], [-3.033712, -3.393292, -2.826546], [-3.155643, -1.805171, -2.108025], [-2.146464, -4.908269, 0.009012], [-2.379083, -3.374911, 0.826851], [-1.068158, -4.434274, 1.302599], [1.130965, -5.257412, 0.731925], [0.821015, -3.814873, 1.686087], [2.344806, -3.995553, 0.841650], [3.548988, -3.078389, -0.684662], [3.466674, -3.330682, -2.419858], [2.995543, -4.608324, -1.323528], [1.667828, -2.363088, -4.643623], [2.881364, -1.879388, -3.465964], [1.582918, -0.788027, -3.873808], [6.180016, 1.364108, 1.958162], [5.170274, 0.320109, 2.333339], [4.932234, -0.024298, 3.653900], [3.996427, -0.998667, 3.976232], [3.700677, -1.398732, 5.644092], [3.287902, -1.643865, 2.986684], [3.493628, -1.290628, 1.658968], [4.433038, -0.324563, 1.328230], [4.744727, 0.075229, 0.058722], [3.849789, -0.195233, -1.006789], [3.019486, 1.061573, -1.267778], [3.558671, 2.083997, -1.606807], [1.721541, 0.979364, -1.056362], [6.620012, 1.811624, 2.847613], [5.722258, 2.147261, 1.352353], [6.978706, 0.931272, 1.354694], [5.482579, 0.470172, 4.444126], [2.572853, -2.413057, 3.243484], [2.909204, -1.797411, 0.904913], [3.212722, -1.052976, -0.809449], [4.449346, -0.402047, -1.892897]], "atomic_forces_ev_per_a": [[0.2, 0.2, 0.0], [0.0, 0.0, 0.0], [0.0, 0.0, 0.0], [-0.1, 0.0, 0.1], [0.0, -0.1, 0.0], [0.0, 0.0, 0.0], [0.0, 0.0, 0.0], [0.0, 0.0, 0.0], [0.0, 0.0, 0.0], [0.1, 0.0, 0.0], [0.0, 0.0, 0.0], [0.1, -0.1, 0.0], [-0.1, 0.0, 0.0], [0.0, 0.0, 0.0], [0.0, 0.0, 0.0], [0.0, 0.0, 0.0], [0.0, 0.0, 0.0], [0.0, 0.0, 0.0], [0.0, 0.0, 0.0], [0.0, 0.0, 0.0], [0.0, 0.0, 0.0], [0.0, 0.0, 0.0], [0.0, 0.0, 0.0], [0.0, 0.0, 0.0], [0.0, 0.0, 0.0], [0.0, 0.0, 0.0], [0.0, 0.0, 0.0], [0.0, 0.0, 0.0], [0.0, 0.0, 0.0], [0.0, 0.0, 0.0], [0.0, 0.0, 0.0], [0.0, 0.0, 0.0], [0.0, 0.0, 0.0], [0.0, 0.0, 0.0], [0.0, 0.0, 0.0], [0.0, 0.0, 0.0], [0.0, 0.0, 0.0], [0.0, 0.0, 0.0], [0.0, 0.0, 0.0], [0.0, 0.0, 0.0], [0.0, 0.0, 0.0], [0.0, 0.0, 0.0], [0.0, 0.0, 0.1], [0.0, 0.0, 0.0], [0.0, 0.0, 0.0], [0.0, 0.0, 0.0], [0.0, 0.0, 0.0], [0.0, 0.0, 0.0], [0.0, 0.0, 0.0], [0.0, 0.0, 0.0], [0.0, 0.0, 0.0], [0.0, 0.0, 0.0], [0.0, 0.0, 0.0], [0.0, 0.0, 0.0], [0.0, 0.0, 0.0], [0.0, 0.0, 0.0], [0.0, 0.0, 0.0], [0.0, 0.0, 0.0], [0.0, 0.0, 0.0], [0.0, 0.0, 0.0], [0.0, 0.0, 0.0], [0.0, 0.0, 0.0], [0.0, 0.0, 0.0], [0.0, 0.0, 0.0], [0.0, 0.0, 0.0], [0.0, 0.0, 0.0], [0.0, 0.0, 0.0], [0.1, 0.0, 0.0], [0.0, 0.0, 0.0], [0.0, 0.0, 0.0], [0.1, 0.0, 0.0], [0.0, 0.2, 0.0], [0.0, -0.3, 0.0], [-0.1, 0.1, 0.0], [0.1, 0.2, 0.2], [0.0, -0.1, -0.1], [-0.2, -0.3, -0.2], [0.0, 0.0, 0.0], [0.0, 0.0, 0.0], [0.0, 0.0, 0.0], [0.0, 0.0, 0.0], [0.0, 0.0, 0.0], [0.0, 0.0, 0.0], [0.0, 0.0, 0.0], [0.1, 0.0, 0.0]]}